# 1
Molecular formula: C12H36O10PRb5
Method: DFT, wB97M-V/def2-TZVPD

Values from the calculation:
* energy above the lowest of the compared OMol25 structures with the same formula, charge and spin: 188.0 kJ/mol
* M: 798.7 g/mol
* LUMO energy: -6.8 eV
* total energy: -46062.846 eV
* strongest force on any atom: 2.8 eV/A

Structure (ORCA input):
```
! RIJCOSX wB97M-V def2-TZVPD def2/J DEFGRID3
* xyz 2 1
Rb 1.4299 3.1523 -3.1736
Rb -2.0593 3.0863 0.1256
Rb 0.1364 -1.6668 1.6510
Rb 3.6798 1.9479 -0.4250
Rb 2.6359 -0.5018 -3.0802
P 0.4866 0.9074 -0.6540
O -0.8696 0.4393 -0.0701
O 1.6051 0.0548 0.0302
O 0.8451 2.3951 -0.2382
O 0.4001 0.7421 -2.1756
C 2.3340 4.2336 1.9877
C 1.6254 5.1129 0.9182
O 0.2906 4.7041 0.5777
H 3.3744 4.5393 2.0725
H 2.1584 3.1827 1.7395
H 1.7810 4.4490 2.9031
H 2.1714 4.9452 -0.0333
H 1.7035 6.1881 1.0539
H 0.4797 3.7595 0.3797
C -3.9324 0.2174 -4.1385
C -2.6398 0.5499 -3.4800
O -2.7589 1.0692 -2.1392
H -3.6979 0.0078 -5.1856
H -4.6895 0.9902 -4.0367
H -4.3049 -0.7440 -3.7811
H -1.9174 1.1396 -4.0648
H -2.0120 -0.3411 -3.3025
H -2.0337 0.7337 -1.5874
C 3.7081 -1.9722 2.8762
C 4.1341 -1.9456 1.3882
O 3.1152 -2.1409 0.4292
H 3.2426 -1.0682 3.2729
H 4.6431 -2.0639 3.4315
H 3.0699 -2.8386 3.0455
H 4.8227 -2.7801 1.2518
H 4.7018 -1.0159 1.2316
H 2.6463 -1.2917 0.3268
C 1.1198 -4.0311 -2.9600
C -0.0392 -3.9452 -1.9563
O 0.0286 -2.9136 -0.9936
H 1.1515 -3.1711 -3.6412
H 0.8487 -4.8859 -3.5828
H 2.0870 -4.2287 -2.4980
H -0.2440 -4.9104 -1.4952
H -0.9386 -3.7922 -2.5742
H 0.2550 -2.1093 -1.4772
C -3.9558 -1.6479 -0.7158
C -3.3075 -1.9409 0.6428
O -2.8313 -0.7441 1.2368
H -4.6543 -0.8242 -0.5583
H -4.4029 -2.5615 -1.1059
H -3.2271 -1.2656 -1.4257
H -2.4102 -2.5200 0.3965
H -3.9219 -2.3506 1.4429
H -2.3284 -0.3374 0.5110
C -1.0454 0.7351 4.1402
C -0.1541 1.6196 3.3271
O 0.8770 0.7494 2.8145
H -1.8132 1.3379 4.6323
H -0.4681 0.2550 4.9367
H -1.5349 -0.1148 3.6589
H 0.2133 2.5360 3.7893
H -0.6873 2.0035 2.4494
H 1.0778 0.8814 1.8790
*
```


# 2
Molecular formula: C12H36O12
Method: DFT, wB97M-V/def2-TZVPD

Values from the calculation:
* energy above the lowest of the compared OMol25 structures with the same formula, charge and spin: 108.0 kJ/mol
* M: 372.4 g/mol
* LUMO energy: 0.3 eV
* total energy: -37594.097 eV
* SMILES: OCCO.OCCO.OCCO.OCCO.OCCO.OCCO
* strongest force on any atom: 2.4 eV/A

Structure (ORCA input):
```
! RIJCOSX wB97M-V def2-TZVPD def2/J DEFGRID3
* xyz 0 1
O 21.9457 -8.3081 19.8391
C 22.0161 -7.0977 20.6298
C 22.1348 -7.5483 22.0517
O 23.2158 -8.4589 22.2001
H 22.3690 -8.9971 20.3635
H 22.8070 -6.4350 20.2816
H 21.0247 -6.6462 20.5447
H 21.1942 -7.9104 22.4766
H 22.2948 -6.6684 22.6974
H 23.7448 -8.2295 22.9648
O 17.2933 -7.3092 24.0861
C 17.8562 -6.0130 24.1138
C 19.1568 -5.9314 24.8998
O 18.9224 -6.3403 26.2603
H 17.2922 -7.6155 23.1746
H 18.0163 -5.5897 23.1176
H 17.1407 -5.3396 24.6010
H 19.4738 -4.8971 25.0553
H 19.9470 -6.4894 24.3828
H 18.2810 -7.0641 26.2207
O 22.0426 -2.0227 17.4888
C 21.2903 -2.3791 18.6388
C 19.8505 -1.9547 18.4498
O 19.3297 -2.5279 17.2564
H 22.7706 -2.6255 17.3390
H 21.3670 -3.4540 18.8047
H 21.7046 -1.8590 19.5158
H 19.6908 -0.8752 18.5000
H 19.2603 -2.3286 19.2894
H 19.9034 -2.3345 16.5075
O 18.2542 -5.7054 20.6062
C 17.1440 -5.0640 19.9584
C 15.9618 -5.2926 20.8639
O 15.4616 -6.6348 20.9106
H 19.0007 -5.7013 19.9818
H 17.3661 -4.0049 19.8092
H 17.0041 -5.5703 18.9965
H 15.1119 -4.6382 20.6402
H 16.2035 -5.0201 21.8971
H 16.0897 -7.1533 20.3892
O 12.1712 -7.1831 19.0119
C 11.9896 -8.5808 19.2321
C 13.1300 -9.3017 19.9360
O 13.4657 -8.6961 21.1710
H 12.3486 -6.7372 19.8476
H 11.0381 -8.7874 19.7364
H 11.8812 -8.9613 18.2120
H 13.9697 -9.3201 19.2311
H 12.7246 -10.3050 20.0702
H 13.6306 -7.7697 20.9491
O 19.6534 -5.3059 18.1615
C 20.6611 -5.8925 17.3370
C 20.4843 -7.3803 17.0212
O 19.4740 -7.6457 16.0926
H 19.2346 -4.5461 17.7238
H 20.7779 -5.5135 16.3075
H 21.5766 -5.4911 17.7840
H 20.3517 -7.8817 17.9858
H 21.4411 -7.7368 16.6450
H 18.6312 -7.6179 16.5559
*
```


Question: Which of these has the lowest M?
Answer: C12H36O12